Record 1
Computed, not measured: C4H8S2 in the gas phase, with the ωB97M-V functional and the def2-TZVPD basis.

As for the multiplicity: 3. As for the highest occupied orbital energy (spin up / spin down): -0.2579 / -0.3375 Ha. The value obtained for the LUMO energy (spin up / spin down) is 0.032 / -0.088 Ha.

Each line ends with the Löwdin spin population.
Geometry (Å):
C -2.0302 -0.0782 -0.8607  0.679
C 1.6926 -0.3257 0.4811  0.005
C 0.4546 -0.5846 -0.3115  0.017
C -0.7600 0.2326 0.0516  0.082
S -3.3398 -0.7302 -0.1594  1.107
S -0.3224 2.1037 -0.1168  0.049
H -1.9963 -0.1210 -1.9864  0.047
H 1.6885 -0.6407 1.5711  0.000
H 2.6593 -0.6857 0.0760  0.001
H 1.9109 0.7697 0.6176  0.000
H 0.7521 -0.4223 -1.4446  0.001
H 0.2672 -1.7350 -0.0863  0.001
H -1.1514 0.2465 1.1239  0.006
H 0.1748 1.9709 1.0443  0.005

---

Record 2
Computed, not measured: a molecular structure, C29H48FeNOP2, with the ωB97M-V functional and the def2-TZVPD basis.

As for the multiplicity: 7. As for the highest occupied orbital energy (spin up / spin down): -0.2440 / -0.3817 Ha. The total charge is +1. The value obtained for the LUMO energy (spin up / spin down) is -0.065 / -0.159 Ha.

Each line ends with the Löwdin spin population.
Geometry (Å):
Fe 0.4665 2.3489 -1.4937  3.607
C 0.9137 1.0024 1.9844  0.029
C 1.9661 1.4287 1.1668  0.277
C 0.0679 2.6650 0.6375  0.205
C -0.2619 1.7206 1.6587  0.303
C 1.5038 2.5381 0.3710  0.212
C 1.0705 0.1422 3.1832  -0.007
H 2.0105 -0.4167 3.1568  0.000
H 0.2431 -0.5719 3.2655  -0.001
H 1.0811 0.7518 4.1044  -0.002
C -1.5138 1.7063 2.4539  0.052
H -1.8386 0.6831 2.7128  0.010
H -2.3228 2.2156 1.9106  0.002
H -1.4024 2.2417 3.4182  0.020
C -0.7353 3.8120 0.1651  0.106
H -0.3978 4.7584 0.6172  0.019
H -1.7911 3.6702 0.4058  0.003
H -0.6611 3.9386 -0.9452  0.044
C 2.3513 3.6482 -0.1156  0.090
H 2.3300 4.4883 0.6016  0.019
H 1.9775 4.0613 -1.0777  0.027
H 3.3868 3.3259 -0.2848  0.002
C 3.3734 1.0222 1.3499  0.048
H 3.7267 1.2509 2.3695  0.015
H 4.0415 1.5222 0.6474  0.001
H 3.5038 -0.0584 1.2019  0.013
C 0.4814 -3.3719 1.8941  0.000
C 1.8114 -3.1982 1.8429  0.000
C 2.7768 -3.8829 0.9040  0.000
C 2.3081 -4.2836 -0.5070  0.000
C 1.6115 -3.1816 -1.2430  0.001
C 0.4137 -2.6854 -0.9038  0.001
C -0.7135 -3.5207 -0.3706  0.000
C -0.3846 -4.1998 0.9787  0.000
H 3.1301 -4.8052 1.3866  0.000
H 1.6880 -5.1874 -0.4506  0.000
H 3.6622 -3.2343 0.8171  0.000
H -0.0037 -5.2216 0.8412  0.000
H -0.0842 -2.8980 2.7140  0.000
H 2.2913 -2.5027 2.5688  0.000
H -1.3553 -4.2625 1.4801  0.000
H -1.5527 -2.8151 -0.2331  0.000
H 0.1929 -1.6098 -1.0438  0.002
H -1.0716 -4.2674 -1.1155  0.000
H 3.2031 -4.5474 -1.0968  0.000
H 2.2069 -2.7225 -2.0663  0.001
P 0.0018 0.7865 -2.7291  0.278
P 0.7928 3.6360 -3.0766  0.180
C 0.4190 1.3663 -4.5237  0.043
C 0.0241 2.8157 -4.6086  0.036
H -0.0561 0.7337 -5.2814  0.003
H 1.5123 1.2439 -4.6372  0.006
H 0.4158 3.3416 -5.4878  0.002
H -1.0631 2.9860 -4.5456  0.005
C 0.2565 5.3075 -3.6025  0.023
H -0.1181 5.8701 -2.7328  0.002
H -0.5432 5.1799 -4.3429  0.001
H 1.1118 5.8071 -4.0730  0.002
C 2.5815 3.5962 -3.5207  0.069
H 2.6906 3.8876 -4.5680  0.010
H 3.0325 2.6072 -3.3725  0.011
H 3.1184 4.3097 -2.8891  0.002
C -1.8350 0.7987 -2.4751  0.121
H -2.0321 -0.0561 -1.8194  0.007
H -2.3654 0.6798 -3.4234  0.012
H -2.1500 1.7091 -1.9512  0.020
C 0.1339 -0.8975 -3.3047  0.055
H 1.1956 -1.1691 -3.3930  0.002
H -0.3948 -1.0214 -4.2639  0.006
H -0.3691 -1.5842 -2.6128  0.001
O -1.9029 -1.5977 3.2952  0.001
N -3.0255 -2.1539 3.6685  0.000
C -4.2136 -1.6343 3.2221  0.000
C -5.4003 -2.3003 3.4739  0.000
C -5.3974 -3.4728 4.2350  0.000
C -4.1809 -3.9527 4.7306  0.000
C -3.0062 -3.2685 4.4670  0.000
H -4.1460 -0.7163 2.6378  0.000
H -6.3133 -1.8865 3.0515  0.000
H -6.3266 -4.0082 4.4288  0.000
H -4.1194 -4.8613 5.3265  0.000
H -2.0291 -3.5789 4.8358  0.000

---

Across the entries above, maximum force takes the values 0.07223; 0.11578 hartree/bohr, respectively.
Across the entries above, DFT total energy takes the values -25944.43471; -87338.31517 eV, respectively.
Across the entries above, relative energy (zero: lowest compared OMol25 entry of this formula, charge and spin) takes the values 0.0000; 1.9030 eV, respectively.